DFT (ωB97M-V/def2-TZVPD) results for C38H51BN10O2PdS4 as an isolated structure at a distorted geometry.

Each line ends with the Löwdin charge.
Geometry (Å):
Pd 1.05229 -1.38015 0.07270  0.758
C -2.56287 -2.79219 4.23979  -0.036
C -1.24977 -2.20142 3.73124  -0.520
C -0.66155 -3.17555 2.71690  -0.047
C -0.30146 -1.96922 4.90679  -0.027
N -1.53583 -0.85144 3.11305  0.032
C -2.74121 -0.20030 3.25985  -0.014
C -2.57727 1.06216 2.82536  -0.029
N -1.27611 1.20675 2.40273  0.045
B -0.77299 2.65905 2.12726  -0.521
N -1.51889 3.23111 0.88247  0.054
C -2.31995 4.34096 0.85740  0.007
C -2.80860 4.46159 -0.40131  0.013
N -2.30000 3.42273 -1.15366  0.045
C -1.50279 2.70899 -0.34762  -0.538
S -0.39478 1.39028 -0.65018  0.711
C -2.59955 3.21707 -2.61780  -0.517
C -1.49736 3.91240 -3.41108  -0.007
C -3.96119 3.84085 -2.91677  -0.029
C -2.66277 1.72366 -2.93501  -0.052
N 0.78929 2.77208 2.03310  0.035
C 1.47826 2.96015 3.21083  -0.034
C 2.78942 3.03456 2.92710  -0.018
N 2.92868 2.89644 1.55695  0.027
C 1.69507 2.73778 1.04246  -0.535
S 1.35188 2.49617 -0.68039  0.736
C 4.30882 3.01181 0.95000  -0.522
C 4.30713 2.92710 -0.56824  -0.078
C 5.13643 1.85538 1.51138  -0.006
C 4.87591 4.36785 1.37020  -0.014
C -0.65158 0.02087 2.56717  -0.605
S 1.00392 -0.29209 2.18109  0.735
H -2.34758 -3.78058 4.64254  0.100
H -3.28620 -2.90747 3.43190  0.090
H -2.99789 -2.20368 5.04737  0.092
H -0.60964 -4.15467 3.19426  0.101
H 0.34079 -2.89664 2.40317  0.034
H -1.31138 -3.25906 1.84746  0.053
H -0.11732 -2.91832 5.41093  0.099
H -0.74288 -1.28107 5.62927  0.097
H 0.65534 -1.57001 4.57215  0.049
H -3.61891 -0.67951 3.64350  0.129
H -3.28541 1.87059 2.77947  0.138
H -1.10370 3.34096 3.05396  0.132
H -2.49678 4.93559 1.73615  0.140
H -3.49059 5.18465 -0.80494  0.131
H -1.46979 4.98126 -3.19597  0.097
H -1.68247 3.78364 -4.47736  0.103
H -0.52109 3.48265 -3.17947  0.074
H -3.95900 4.92627 -2.82549  0.085
H -4.73943 3.42465 -2.27613  0.105
H -4.21553 3.61263 -3.95023  0.100
H -1.67554 1.27528 -3.00531  0.045
H -3.14855 1.60198 -3.90269  0.101
H -3.24684 1.17631 -2.19298  0.092
H 0.96412 3.01440 4.15352  0.141
H 3.63230 3.17824 3.57586  0.133
H 3.96830 1.95696 -0.92843  0.041
H 5.33764 3.05663 -0.89829  0.104
H 3.72237 3.72470 -1.02775  0.076
H 4.69725 0.89502 1.22751  0.068
H 5.21190 1.89362 2.59719  0.090
H 6.14671 1.91024 1.10643  0.104
H 4.22727 5.18002 1.04043  0.103
H 5.85239 4.50123 0.90577  0.101
H 5.01111 4.44593 2.44784  0.085
C -4.75358 -2.55693 -5.74661  -0.036
C -4.15618 -2.34842 -4.38533  -0.251
C -4.82976 -2.77460 -3.24191  -0.014
C -4.29648 -2.57528 -1.97902  -0.039
C -3.07195 -1.93592 -1.85654  -0.299
C -2.37852 -1.50381 -2.97966  -0.079
C -2.92210 -1.71414 -4.23439  -0.025
S -2.41453 -1.62825 -0.25014  0.599
O -3.10732 -2.47774 0.68222  -0.287
O -2.45533 -0.20304 -0.00228  -0.368
N -0.85152 -2.02252 -0.38142  -0.235
C -0.44978 -3.29987 -0.74071  -0.401
C -1.18517 -4.46436 -0.95546  0.010
C -0.48634 -5.59050 -1.35185  -0.027
C 0.89840 -5.55849 -1.50408  -0.050
C 1.55880 -4.37813 -1.23843  -0.108
N 0.89243 -3.28323 -0.87425  0.004
H -5.26383 -3.51720 -5.80963  0.087
H -3.99359 -2.51780 -6.52516  0.082
H -5.49143 -1.78120 -5.96094  0.093
H -5.78349 -3.27778 -3.34217  0.125
H -4.81736 -2.91537 -1.09384  0.119
H -1.41166 -1.02652 -2.86938  0.106
H -2.37886 -1.39357 -5.11504  0.120
H -2.25229 -4.48867 -0.79797  0.113
H -1.02624 -6.51002 -1.53625  0.122
H 1.45132 -6.43183 -1.81602  0.112
H 2.63513 -4.28999 -1.31651  0.117
N 7.18678 -1.61283 -0.06779  0.165
C 5.85039 -1.49217 0.01025  -0.307
C 5.09525 -0.95483 -1.05217  -0.003
C 3.73562 -0.85471 -0.92745  -0.142
N 3.06740 -1.23234 0.17645  -0.138
C 3.77696 -1.74256 1.19607  -0.150
C 5.13947 -1.88414 1.16008  0.003
H 7.67868 -1.39169 -0.91521  0.119
H 7.71017 -2.05107 0.66930  0.120
H 5.57392 -0.63122 -1.96632  0.125
H 3.13753 -0.45098 -1.73513  0.115
H 3.21396 -2.03338 2.07387  0.096
H 5.65354 -2.30073 2.01547  0.126

Atomic forces in eV per Å
Pd 0.00 -0.78 0.71
C 0.00 0.03 -0.01
C 0.05 0.00 0.02
C -0.03 -0.11 -0.03
C 0.01 -0.04 0.01
N 0.00 0.10 -0.02
C 0.04 -0.08 -0.04
C 0.00 0.05 -0.03
N 0.10 0.05 0.19
B 0.06 -0.12 -0.16
N 0.18 0.05 -0.07
C -0.02 -0.06 0.05
C -0.06 -0.06 -0.03
N -0.09 0.08 0.10
C 0.01 -0.01 0.12
S 0.35 0.05 -0.17
C 0.02 -0.01 -0.03
C 0.01 -0.03 0.00
C 0.03 0.02 -0.01
C -0.05 0.07 0.02
N -0.07 0.33 -0.23
C -0.01 -0.10 0.05
C -0.03 -0.03 -0.02
N 0.00 0.11 0.11
C -0.13 -0.30 -0.02
S -0.27 0.04 0.12
C 0.01 -0.09 0.03
C -0.05 -0.02 -0.02
C -0.06 -0.04 -0.01
C 0.01 -0.01 0.00
C -0.32 0.03 0.07
S 0.26 0.11 -0.49
H 0.00 0.01 -0.01
H 0.00 -0.02 -0.01
H -0.01 0.02 0.00
H 0.04 0.00 0.01
H 0.00 0.01 0.00
H 0.05 -0.03 0.13
H -0.01 0.00 0.00
H -0.01 0.00 0.00
H -0.02 -0.01 0.02
H -0.01 -0.02 0.01
H 0.01 0.01 0.02
H 0.03 0.03 0.00
H 0.01 0.01 -0.01
H -0.01 -0.01 0.00
H 0.00 0.00 0.00
H 0.00 0.00 0.00
H 0.00 0.00 -0.01
H 0.01 0.01 0.01
H 0.00 -0.01 -0.01
H 0.00 0.00 0.00
H -0.01 0.03 0.02
H 0.02 -0.01 0.00
H 0.01 0.02 0.00
H 0.01 0.02 0.00
H -0.02 0.02 0.00
H 0.00 0.05 0.02
H 0.00 0.02 0.01
H -0.02 0.00 -0.01
H 0.02 0.11 0.03
H 0.01 0.00 0.01
H 0.01 0.00 -0.01
H 0.00 0.00 -0.01
H 0.00 0.00 0.01
H 0.00 0.01 -0.01
C -0.01 -0.01 -0.02
C 0.01 0.01 0.05
C 0.00 0.00 -0.03
C -0.02 0.00 0.03
C 0.02 -0.01 0.01
C 0.04 -0.08 0.00
C -0.02 -0.01 0.01
S 0.13 0.02 -0.02
O -0.09 0.01 -0.07
O 0.03 0.03 -0.02
N -0.15 0.01 0.10
C 0.06 0.10 -0.14
C 0.08 0.01 0.03
C 0.00 0.03 0.02
C 0.01 0.01 0.01
C 0.00 -0.03 0.08
N -0.14 0.41 -0.39
H 0.00 0.00 0.00
H 0.00 0.00 0.00
H 0.00 0.00 0.00
H 0.00 0.00 0.00
H 0.00 0.00 0.00
H -0.02 -0.04 0.00
H 0.01 0.00 0.00
H -0.02 0.03 -0.01
H 0.00 0.00 0.00
H -0.01 0.00 0.00
H -0.01 0.01 -0.01
N 0.05 0.02 0.01
C -0.11 -0.02 -0.02
C 0.07 -0.05 0.09
C 0.00 0.07 0.01
N -0.07 -0.02 -0.06
C 0.01 0.04 0.08
C 0.06 0.01 -0.07
H 0.00 -0.01 0.00
H 0.00 0.00 0.00
H 0.01 0.00 -0.01
H -0.01 -0.04 0.00
H -0.01 -0.02 -0.03
H 0.01 -0.01 0.00

As for the spin multiplicity: 1. As for the net charge: +2. The highest occupied orbital energy is -12.7736 eV. The energy above the lowest of the compared OMol25 structures with the same formula, charge and spin is 0.0 kJ/mol. The gap between HOMO and LUMO comes out at 7.665 eV.

***

DFT (ωB97M-V/def2-TZVPD) results for C38H52AsF5N7O3Zr as an isolated structure at a distorted geometry.

Each line ends with the Löwdin charge.
Geometry (Å):
Zr -0.66596 -0.18425 0.17019  1.733
C 0.12614 2.93737 5.03796  -0.016
N 0.64205 1.73626 4.39026  -0.120
C 0.87533 0.58395 5.25488  0.000
C 0.54221 1.53471 3.07425  -0.434
O 0.74792 0.44752 2.53132  -0.042
C 0.15141 2.69325 2.16827  -0.096
O 0.39945 2.29621 0.83268  -0.190
C 1.74782 2.48915 0.44576  -0.096
C 2.31424 1.20869 -0.13536  -0.414
O 1.68643 0.15404 0.01239  -0.167
N 3.48924 1.25937 -0.75003  -0.101
C 4.04771 0.07137 -1.39235  0.002
C 4.22208 2.50655 -0.96217  -0.007
H 0.77500 3.20732 5.86883  0.097
H 0.09348 3.77668 4.35055  0.082
H -0.88235 2.76354 5.42123  0.107
H 1.30280 0.93676 6.19179  0.096
H -0.05943 0.05604 5.45637  0.108
H 1.57012 -0.09571 4.77647  0.071
H -0.91452 2.88912 2.26543  0.131
H 0.69393 3.61052 2.39555  0.135
H 1.79805 3.31126 -0.26616  0.129
H 2.35976 2.74433 1.31640  0.153
H 3.42100 -0.78658 -1.18023  0.070
H 4.08887 0.22460 -2.47169  0.099
H 5.05589 -0.10046 -1.01442  0.101
H 3.99203 3.24331 -0.19909  0.088
H 5.28857 2.29618 -0.90570  0.100
H 3.99637 2.92372 -1.94571  0.103
C 0.05801 5.63918 -3.00189  -0.075
C -0.63209 5.11773 -1.91869  -0.063
C -0.53593 3.76427 -1.61598  -0.048
C 0.25299 2.92919 -2.39007  -0.231
C 0.93291 3.44418 -3.49099  -0.029
C 0.83828 4.79473 -3.78583  -0.070
N 0.29347 1.50899 -2.04184  0.042
N 0.95283 0.85266 -2.84481  0.075
C 0.86003 -0.56741 -2.74220  -0.306
C 1.52049 -1.19389 -3.79676  -0.038
C 1.41773 -2.56311 -3.97001  -0.067
C 0.62629 -3.27560 -3.08392  -0.069
C -0.01299 -2.63106 -2.02918  -0.155
C 0.09207 -1.25902 -1.78201  -0.230
H -0.01697 6.69169 -3.24280  0.108
H -1.25328 5.76141 -1.30766  0.108
H -1.06566 3.34321 -0.77909  0.067
H 1.52454 2.78490 -4.11024  0.104
H 1.37031 5.19055 -4.64226  0.109
H 2.08189 -0.57561 -4.48880  0.111
H 1.91832 -3.05725 -4.79254  0.108
H 0.49865 -4.34429 -3.21180  0.113
H -0.62113 -3.23402 -1.37131  0.082
C -4.30440 0.38096 -4.06634  -0.145
C -2.81420 0.13728 -4.06465  -0.153
N -2.25573 0.51868 -2.77111  0.092
C -2.88542 1.20116 -1.80000  -0.357
N -2.33126 1.26571 -0.57669  -0.066
C -3.03174 2.16768 0.34348  -0.230
C -4.52891 1.97181 0.26590  -0.144
C -4.95337 2.38808 -1.11889  -0.137
N -4.03662 1.83418 -2.12358  -0.014
C -4.53338 1.76950 -3.50205  -0.129
H -4.80723 -0.35243 -3.43043  0.128
H -4.70572 0.29721 -5.07541  0.123
H -2.34018 0.72959 -4.85142  0.123
H -2.56878 -0.90997 -4.24045  0.129
H -1.52048 -0.08964 -2.43713  0.051
H -2.80334 3.21251 0.08706  0.115
H -2.67394 2.00505 1.35120  0.070
H -5.05341 2.56920 1.01246  0.129
H -4.75742 0.92086 0.44783  0.117
H -4.96333 3.47766 -1.20371  0.130
H -5.95813 2.03126 -1.34786  0.126
H -4.03329 2.52205 -4.11859  0.133
H -5.59116 2.02024 -3.47375  0.122
F -1.50177 -1.22667 2.74281  -0.026
C -1.96579 -0.03963 2.19221  -0.569
F -3.32299 -0.22763 2.12412  0.014
F -1.86662 0.86791 3.22952  0.013
F -1.87476 -2.81700 0.37084  -0.135
C -2.45093 -1.62125 -0.14225  -0.375
F -2.76928 -1.95414 -1.46533  -0.071
H -3.42534 -1.55447 0.32685  0.090
C 2.09106 -3.45541 0.09686  -0.256
As 1.00893 -2.39329 1.30581  1.174
C 2.44450 -1.89773 2.50744  -0.267
C 0.16812 -3.79076 2.39449  -0.300
C 1.07965 -4.93761 2.71919  -0.311
C 1.15134 -6.04886 1.88057  -0.065
C 2.00263 -7.10618 2.16877  -0.078
C 2.79746 -7.07211 3.30754  -0.089
C 2.72561 -5.97802 4.15877  -0.079
C 1.87123 -4.92267 3.86573  -0.065
H 2.81307 -4.01140 0.69024  0.037
H 2.60166 -2.79603 -0.60373  0.020
H 1.47927 -4.15041 -0.47063  0.024
H 3.10566 -2.75341 2.62237  0.031
H 2.02428 -1.62313 3.47028  0.006
H 2.98696 -1.04559 2.10227  0.025
H -0.72249 -4.11480 1.86325  0.066
H -0.16365 -3.27580 3.29577  0.073
H 0.52282 -6.08940 0.99713  0.114
H 2.03963 -7.96270 1.50733  0.105
H 3.45758 -7.89865 3.53649  0.103
H 3.32767 -5.94981 5.05850  0.104
H 1.80954 -4.07821 4.54393  0.109

Atomic forces in eV per Å
Zr 1.35 2.27 0.00
C 0.01 -0.14 -0.01
N 0.03 0.11 0.01
C -0.06 0.10 0.03
C -0.02 -0.12 0.03
O -0.10 0.02 0.06
C 0.00 0.02 0.00
O -0.19 -0.02 -0.12
C 0.03 -0.04 0.10
C -0.05 0.01 0.13
O -0.28 -0.30 -0.25
N 0.15 0.14 -0.05
C 0.04 0.10 0.04
C -0.03 -0.15 -0.02
H 0.02 -0.01 0.01
H 0.01 0.01 0.00
H 0.01 -0.01 -0.01
H -0.01 -0.01 -0.01
H 0.00 0.00 -0.01
H 0.02 0.00 -0.02
H -0.02 0.01 0.00
H 0.02 0.05 0.00
H -0.02 0.04 -0.08
H 0.02 0.04 0.00
H -0.03 0.01 0.01
H 0.00 0.01 0.01
H -0.01 -0.02 -0.01
H 0.00 -0.01 0.02
H 0.00 -0.01 -0.01
H 0.00 0.00 0.00
C 0.02 -0.06 -0.01
C 0.00 -0.06 0.00
C -0.07 0.07 0.08
C 0.04 -0.36 0.13
C 0.12 0.04 -0.03
C 0.01 0.00 -0.01
N -0.48 0.71 0.29
N 0.20 -0.77 -0.46
C 0.18 0.22 -0.05
C 0.10 -0.05 -0.14
C 0.01 0.08 0.01
C -0.01 -0.02 0.01
C -0.02 -0.01 -0.02
C -0.38 -0.02 -0.17
H 0.01 -0.02 0.00
H 0.01 -0.02 -0.01
H 0.03 0.00 -0.01
H -0.01 0.01 0.01
H -0.02 -0.01 0.03
H -0.02 -0.05 0.02
H -0.01 0.02 0.01
H 0.00 0.01 0.00
H -0.01 -0.04 0.00
C -0.08 -0.05 0.03
C 0.00 0.00 0.06
N 0.00 -0.02 0.07
C -0.08 0.14 0.30
N -0.01 -0.47 -0.29
C 0.16 0.09 -0.06
C -0.05 -0.06 0.04
C 0.06 -0.04 -0.14
N -0.07 0.01 -0.02
C 0.02 0.05 0.12
H 0.00 0.00 -0.05
H 0.00 0.02 0.00
H 0.04 0.00 -0.01
H -0.03 -0.02 0.04
H 0.09 -0.02 -0.06
H -0.03 0.02 0.03
H 0.02 -0.02 0.04
H 0.03 0.00 -0.01
H -0.02 0.02 0.01
H 0.00 0.04 -0.03
H -0.02 -0.03 -0.02
H 0.02 0.02 0.00
H -0.03 0.00 -0.01
F -0.09 0.03 0.37
C -0.62 -0.90 0.05
F 0.03 0.11 0.06
F 0.05 0.13 -0.01
F -0.38 -0.07 0.02
C 0.43 -0.91 -0.53
F -0.05 0.17 0.04
H 0.00 0.25 0.29
C 0.05 -0.04 -0.10
As -0.19 -0.11 0.03
C 0.09 0.08 0.05
C 0.06 -0.12 0.10
C -0.11 -0.01 0.05
C 0.02 -0.02 0.00
C 0.00 0.04 0.02
C -0.02 0.02 -0.01
C -0.04 0.02 -0.04
C 0.06 -0.02 0.01
H 0.06 -0.05 -0.04
H 0.00 -0.01 0.00
H 0.00 -0.01 0.01
H 0.07 0.01 0.05
H 0.02 -0.01 -0.01
H 0.00 -0.02 0.00
H 0.00 -0.04 -0.03
H -0.02 -0.02 0.03
H 0.01 0.00 0.02
H 0.00 0.01 0.01
H -0.01 0.01 0.00
H -0.01 0.00 -0.02
H 0.00 -0.02 -0.01

As for the spin multiplicity: 1. As for the net charge: +1. The highest occupied orbital energy is -10.3605 eV. The gap between HOMO and LUMO comes out at 7.414 eV.